# 1
236
Properties=species:S:1:pos:R:3 method="wB97M-V/def2-TZVPD" charge=+7 multiplicity=1 e_tot_ha=-5778.70358 homo_ev=-16.74 lumo_ev=-11.2
C 5.461 -1.223 16.692
N 4.533 -1.271 15.572
C 4.953 -1.931 14.469
C 4.212 -2.000 13.324
C 3.035 -1.266 13.278
C 2.585 -0.633 14.411
C 3.330 -0.721 15.549
C 2.221 -1.258 12.054
C 0.959 -1.837 12.142
C 0.334 -1.950 10.902
N 0.914 -1.528 9.770
C 2.101 -0.824 9.742
C 2.806 -0.779 10.899
C 0.303 -1.719 8.377
H 5.719 -2.243 16.959
H 4.957 -0.822 17.571
H 6.308 -0.591 16.438
H 5.890 -2.452 14.643
H 4.659 -2.544 12.546
H 1.589 -0.207 14.416
H 2.949 -0.195 16.429
H 0.493 -2.221 13.026
H -0.642 -2.445 10.789
H 2.336 -0.371 8.792
H 3.747 -0.252 10.885
H 0.698 -0.934 7.726
H -0.756 -1.528 8.420
H 0.471 -2.733 8.075
C -1.196 -4.994 -6.778
N -1.048 -4.307 -5.460
C -1.300 -4.990 -4.330
C -0.906 -4.586 -3.076
C -0.151 -3.406 -2.947
C 0.008 -2.627 -4.127
C -0.477 -3.076 -5.326
C 0.538 -2.941 -1.739
C 0.440 -1.737 -1.115
C 1.110 -1.551 0.103
N 1.982 -2.482 0.539
C 2.072 -3.711 -0.046
C 1.393 -3.913 -1.178
C 2.897 -2.053 1.651
H -0.252 -5.362 -7.062
H -1.515 -4.249 -7.469
H -1.978 -5.745 -6.678
H -1.737 -5.988 -4.428
H -1.182 -5.178 -2.156
H 0.447 -1.623 -3.999
H -0.366 -2.515 -6.285
H -0.265 -0.993 -1.463
H 1.103 -0.559 0.653
H 2.670 -4.482 0.449
H 1.487 -4.794 -1.739
H 2.547 -2.444 2.610
H 2.920 -1.009 1.685
H 3.927 -2.384 1.544
C 2.527 -1.989 -9.373
N 3.444 -1.470 -8.344
C 4.698 -1.851 -8.225
C 5.522 -1.457 -7.199
C 4.966 -0.579 -6.262
C 3.715 -0.005 -6.509
C 2.916 -0.635 -7.407
C 5.701 -0.131 -5.079
C 6.944 -0.683 -4.812
C 7.644 -0.290 -3.682
N 7.072 0.502 -2.773
C 5.826 1.038 -3.011
C 5.182 0.768 -4.155
C 7.767 0.838 -1.452
H 1.554 -2.106 -8.936
H 2.792 -3.032 -9.539
H 2.583 -1.315 -10.229
H 5.081 -2.461 -9.055
H 6.482 -1.858 -7.268
H 3.252 0.811 -5.892
H 1.841 -0.433 -7.434
H 7.358 -1.327 -5.561
H 8.615 -0.664 -3.458
H 5.351 1.573 -2.157
H 4.225 1.261 -4.269
H 8.538 0.097 -1.297
H 6.962 0.783 -0.694
H 8.209 1.830 -1.567
C -13.251 0.689 -6.610
N -12.018 0.600 -7.376
C -11.955 -0.137 -8.523
C -10.786 -0.329 -9.247
C -9.636 0.380 -8.866
C -9.671 1.067 -7.618
C -10.877 1.248 -6.928
C -8.442 0.265 -9.726
C -7.314 1.039 -9.426
C -6.275 1.174 -10.288
N -6.329 0.466 -11.432
C -7.352 -0.328 -11.780
C -8.438 -0.435 -10.975
C -5.252 0.732 -12.437
H -13.010 0.841 -5.573
H -13.865 -0.159 -6.782
H -13.831 1.518 -7.015
H -12.849 -0.670 -8.787
H -10.750 -1.043 -10.043
H -8.819 1.557 -7.214
H -10.814 1.739 -5.964
H -7.131 1.419 -8.447
H -5.383 1.812 -10.068
H -7.313 -0.774 -12.754
H -9.267 -0.957 -11.353
H -4.592 -0.118 -12.531
H -4.753 1.663 -12.174
H -5.738 0.935 -13.407
C -3.426 3.534 1.062
N -2.715 3.761 -0.188
C -1.687 2.931 -0.554
C -1.026 3.157 -1.764
C -1.523 4.089 -2.622
C -2.593 4.886 -2.236
C -3.138 4.716 -0.989
C -1.071 4.199 -4.035
C -1.885 3.796 -5.108
C -1.488 4.117 -6.392
N -0.386 4.865 -6.577
C 0.438 5.202 -5.576
C 0.147 4.766 -4.314
C -0.062 5.341 -7.951
H -4.440 3.235 0.811
H -3.406 4.399 1.707
H -3.005 2.671 1.644
H -1.516 2.144 0.167
H -0.213 2.487 -2.030
H -3.015 5.657 -2.864
H -3.873 5.352 -0.598
H -2.794 3.264 -4.970
H -2.048 3.849 -7.262
H 1.281 5.847 -5.791
H 0.769 5.065 -3.465
H 0.410 6.339 -7.884
H -0.932 5.371 -8.603
H 0.646 4.611 -8.363
C -4.043 -7.619 0.492
N -4.532 -6.452 1.347
C -5.627 -6.468 2.134
C -5.903 -5.346 2.897
C -5.055 -4.228 2.880
C -3.973 -4.272 2.045
C -3.683 -5.392 1.328
C -5.259 -3.039 3.737
C -4.477 -1.957 3.454
C -4.421 -0.851 4.341
N -5.196 -0.807 5.438
C -5.950 -1.904 5.760
C -5.964 -3.017 4.945
C -5.384 0.452 6.138
H -4.283 -7.270 -0.530
H -4.658 -8.509 0.662
H -2.983 -7.617 0.745
H -6.240 -7.375 2.135
H -6.774 -5.392 3.564
H -3.266 -3.466 2.004
H -2.798 -5.455 0.683
H -3.822 -1.915 2.600
H -3.888 0.089 4.193
H -6.502 -1.916 6.701
H -6.551 -3.878 5.261
H -6.278 0.951 5.790
H -4.485 1.034 6.064
H -5.535 0.292 7.197
C 6.348 0.450 2.685
N 6.235 1.844 3.091
C 5.498 2.080 4.207
C 5.284 3.370 4.555
C 5.789 4.446 3.818
C 6.533 4.155 2.718
C 6.770 2.839 2.386
C 5.685 5.884 4.357
C 6.549 6.854 3.905
C 6.679 8.109 4.513
N 5.919 8.375 5.619
C 5.001 7.478 5.992
C 4.826 6.314 5.376
C 6.057 9.658 6.383
H 7.391 0.205 2.450
H 5.694 0.362 1.818
H 6.009 -0.130 3.522
H 4.922 1.347 4.748
H 4.676 3.595 5.398
H 6.998 4.878 2.110
H 7.497 2.634 1.565
H 7.177 6.619 3.086
H 7.432 8.828 4.191
H 4.501 7.680 6.930
H 4.127 5.626 5.839
H 5.162 9.855 6.971
H 6.235 10.520 5.746
H 6.883 9.552 7.062
N 1.363 0.941 -3.827
O 1.864 2.025 -4.212
O 0.331 0.922 -3.111
O 1.859 -0.150 -4.139
N 3.748 2.158 0.285
O 5.046 1.973 0.036
O 2.981 2.370 -0.689
O 3.356 2.098 1.459
N -7.089 2.145 -5.186
O -7.321 2.553 -6.404
O -5.926 2.104 -4.773
O -8.101 1.719 -4.521
C 2.309 -5.088 -6.053
C 2.118 -3.610 -6.409
O 2.764 -2.768 -5.737
O 1.291 -3.327 -7.313
H 1.713 -5.247 -5.168
H 3.322 -5.212 -5.655
H 2.069 -5.754 -6.859
C 0.212 -5.601 2.602
C -0.414 -4.894 1.396
O -0.959 -5.626 0.522
O -0.494 -3.616 1.463
H -0.609 -6.031 3.164
H 0.897 -4.958 3.162
H 0.790 -6.451 2.196
C 5.030 1.807 8.182
C 3.736 1.323 7.334
O 2.750 1.064 8.042
O 3.852 1.227 6.053
H 5.312 2.814 7.734
H 5.794 1.113 7.873
H 4.692 1.874 9.221
C -0.342 0.529 3.504
C -1.707 0.900 2.790
O -1.652 0.850 1.528
O -2.634 1.294 3.519
H 0.385 0.146 2.783
H -0.574 -0.107 4.321
H 0.049 1.504 3.842

# 2
71
Properties=species:S:1:pos:R:3 method="wB97M-V/def2-TZVPD" multiplicity=1 e_tot_ha=-1883.22379 homo_ev=-7.36 lumo_ev=0.0
C 0.543 3.198 -4.480
C -0.738 2.743 -4.179
C -0.903 1.722 -3.212
C 0.190 1.246 -2.503
C 1.475 1.686 -2.843
C 1.651 2.712 -3.789
C -2.279 1.241 -2.857
C -2.528 -0.257 -2.533
N -2.650 -1.131 -3.675
Pb -0.185 -0.094 -0.718
C 2.661 1.048 -2.150
P 2.311 -0.726 -1.775
H -1.621 3.179 -4.670
H 2.651 3.115 -4.017
H 0.667 3.964 -5.251
H 2.904 1.524 -1.207
H 3.581 1.106 -2.739
H -2.647 1.775 -1.972
H -3.000 1.472 -3.666
H -1.789 -0.804 -1.852
C 3.655 -1.534 -0.804
C 2.273 -1.434 -3.482
H -3.480 -0.342 -1.984
C -1.546 -1.194 -4.590
C -3.241 -2.426 -3.380
H 0.143 -2.114 0.698
H -1.847 -1.803 -5.462
H -1.240 -0.198 -4.915
H -0.674 -1.689 -4.112
H -3.452 -2.960 -4.318
H -2.546 -3.044 -2.788
H -4.168 -2.301 -2.807
H 3.239 -1.474 -3.988
H 1.901 -2.456 -3.368
H 1.580 -0.872 -4.115
H 4.649 -1.543 -1.244
H 3.722 -1.066 0.179
H 3.342 -2.569 -0.676
H -0.324 -2.645 0.411
C 3.665 0.790 3.875
C 2.727 -0.314 3.505
C 3.260 -1.543 3.105
C 2.402 -2.576 2.750
C 1.019 -2.386 2.809
C 0.483 -1.132 3.113
N -0.857 -0.892 2.782
C -1.820 -0.013 3.428
C -2.449 -0.433 4.579
C -3.404 0.382 5.233
C -3.824 1.600 4.695
C -3.284 1.982 3.465
C -2.320 1.185 2.835
C -1.964 1.776 1.490
O -2.591 2.786 1.142
O -1.028 1.217 0.798
C 1.330 -0.115 3.558
C 0.749 1.173 3.985
H 3.544 1.685 3.257
H 3.531 1.091 4.913
H 4.698 0.474 3.758
H 4.331 -1.679 3.059
H 2.803 -3.504 2.388
H 0.352 -3.180 2.483
H -1.319 -1.665 2.335
H -2.194 -1.425 4.933
H -3.782 -0.019 6.163
H -4.533 2.242 5.227
H -3.571 2.884 2.895
H 0.245 1.658 3.136
H 0.020 1.032 4.794
H 1.502 1.859 4.344